# 1
Molecular formula: C33H103N23O16
Method: DFT, the ωB97M-V functional and the def2-TZVPD basis

Geometry (Å):
C: -15.30 11.75 -3.02
C: -14.62 10.63 -3.83
O: -13.57 10.23 -2.95
H: -14.67 12.52 -2.58
H: -15.94 11.41 -2.21
H: -15.97 12.20 -3.76
H: -14.35 11.01 -4.82
H: -15.23 9.74 -3.98
H: -13.12 9.52 -3.42
C: -20.50 2.25 -1.55
C: -21.66 1.75 -2.36
O: -21.37 1.59 -3.78
H: -20.60 2.34 -0.47
H: -20.23 3.28 -1.83
H: -19.64 1.60 -1.70
H: -22.59 2.32 -2.44
H: -22.03 0.81 -1.95
H: -21.84 0.86 -4.19
C: -20.30 12.76 -3.19
O: -20.10 11.52 -3.19
N: -19.88 13.56 -4.18
N: -20.94 13.43 -2.19
H: -20.00 14.55 -4.04
H: -19.79 13.21 -5.12
H: -20.90 14.43 -2.14
H: -21.21 12.97 -1.34
C: -22.61 10.55 -5.69
O: -23.43 10.59 -6.62
N: -23.01 10.25 -4.46
N: -21.30 10.75 -5.83
H: -23.97 10.16 -4.15
H: -22.23 10.23 -3.81
H: -20.63 10.95 -5.10
H: -20.91 10.86 -6.75
C: -24.85 8.17 -2.70
O: -24.59 7.66 -1.62
N: -24.79 7.52 -3.87
N: -25.33 9.47 -2.93
H: -24.39 6.60 -3.86
H: -25.10 8.00 -4.71
H: -26.23 9.38 -3.38
H: -25.35 9.99 -2.06
C: -17.77 2.61 -4.66
O: -16.61 2.43 -5.05
N: -18.32 3.76 -4.22
N: -18.70 1.64 -4.85
H: -19.27 3.66 -3.89
H: -17.69 4.50 -4.02
H: -19.65 1.75 -4.50
H: -18.33 0.77 -5.18
C: -16.59 10.49 -6.81
O: -15.74 11.01 -7.53
N: -16.94 9.18 -6.84
N: -17.22 11.21 -5.87
H: -17.56 8.68 -6.18
H: -16.48 8.63 -7.55
H: -16.94 12.17 -5.99
H: -17.96 10.96 -5.24
C: -21.04 9.38 -9.57
O: -21.62 8.61 -10.34
N: -21.49 10.62 -9.35
N: -20.05 8.97 -8.75
H: -20.93 11.32 -8.90
H: -22.26 10.87 -9.95
H: -19.78 8.00 -8.67
H: -19.49 9.64 -8.25
C: -14.08 6.14 -4.55
O: -13.36 5.83 -5.50
N: -15.29 5.59 -4.28
N: -13.66 6.95 -3.56
H: -15.79 5.93 -3.49
H: -15.45 4.76 -4.84
H: -12.71 7.26 -3.68
H: -14.18 6.91 -2.71
C: -21.26 10.16 -0.14
O: -21.68 9.44 0.77
N: -19.96 10.39 -0.34
N: -22.05 10.86 -0.95
H: -19.71 11.09 -1.02
H: -19.28 10.08 0.33
H: -21.70 11.10 -1.86
H: -22.99 10.86 -0.60
C: -19.98 4.83 -7.62
O: -20.40 5.94 -7.92
N: -18.93 4.25 -8.28
N: -20.51 4.05 -6.67
H: -18.60 4.68 -9.13
H: -18.54 3.35 -8.05
H: -19.96 3.26 -6.35
H: -21.28 4.23 -6.06
C: -23.11 4.92 0.70
C: -23.18 5.97 1.79
C: -22.22 5.92 2.94
O: -22.54 6.90 3.93
C: -21.45 7.19 4.76
N: -23.35 7.31 1.22
H: -22.26 5.27 0.11
H: -24.04 4.92 0.12
H: -23.08 3.87 1.02
H: -24.13 5.88 2.35
H: -21.19 6.09 2.58
H: -22.21 4.94 3.41
H: -21.64 7.13 5.84
H: -21.17 8.24 4.64
H: -20.58 6.55 4.57
H: -23.32 7.15 0.21
H: -22.55 7.96 1.20
C: -18.38 8.77 -3.58
C: -18.91 7.38 -3.98
C: -20.34 7.11 -3.61
O: -20.86 5.91 -4.15
C: -21.73 5.20 -3.24
N: -18.75 7.36 -5.45
H: -18.55 8.97 -2.52
H: -18.78 9.61 -4.13
H: -17.32 8.75 -3.85
H: -18.24 6.64 -3.54
H: -21.02 7.92 -3.93
H: -20.59 7.25 -2.55
H: -22.67 5.75 -3.16
H: -21.45 5.03 -2.20
H: -21.88 4.20 -3.66
H: -19.70 7.42 -5.84
H: -18.62 6.40 -5.78
C: -23.48 6.70 -6.88
C: -24.77 7.15 -7.57
C: -25.90 6.11 -7.77
O: -25.45 4.97 -8.44
C: -24.80 5.11 -9.70
N: -25.19 8.35 -6.84
H: -22.96 5.94 -7.47
H: -23.55 6.40 -5.84
H: -22.76 7.53 -6.92
H: -24.28 7.48 -8.50
H: -26.80 6.56 -8.21
H: -26.27 5.81 -6.78
H: -23.97 5.80 -9.59
H: -25.40 5.44 -10.54
H: -24.39 4.13 -9.93
H: -25.91 8.85 -7.35
H: -24.34 8.91 -6.96
C: -25.30 4.05 -4.02
C: -25.32 3.33 -5.35
C: -24.78 1.88 -5.21
O: -24.95 1.18 -6.40
C: -24.15 1.59 -7.52
N: -26.75 3.43 -5.78
H: -24.32 3.96 -3.55
H: -25.98 3.48 -3.37
H: -25.52 5.12 -4.02
H: -24.65 3.94 -5.97
H: -25.40 1.43 -4.43
H: -23.75 1.89 -4.83
H: -24.22 0.98 -8.42
H: -23.09 1.69 -7.24
H: -24.42 2.62 -7.77
H: -27.25 3.32 -4.90
H: -26.85 2.56 -6.30
C: -20.49 2.78 2.53
C: -19.02 2.91 2.15
C: -18.75 4.35 1.65
O: -19.64 4.57 0.59
C: -19.53 5.95 0.25
N: -18.21 2.67 3.37
H: -20.79 3.44 3.34
H: -20.80 1.78 2.84
H: -21.09 2.95 1.64
H: -18.71 2.22 1.37
H: -17.69 4.50 1.41
H: -18.83 5.05 2.49
H: -19.92 6.08 -0.77
H: -18.48 6.18 0.03
H: -20.10 6.60 0.90
H: -18.44 3.42 4.01
H: -18.53 1.82 3.81

Properties
Spin multiplicity ... 1
Gap between HOMO and LUMO ... 7.886 eV
Total charge ... 0
HOMO ... -8.21 eV

Results of the Mulliken charge analysis, in e, for atoms 1 through 99:
1 C -1.016
2 C 0.504
3 O -0.550
4 H 0.395
5 H 0.241
6 H 0.212
7 H 0.275
8 H -0.270
9 H 0.267
10 C -0.160
11 C -0.158
12 O -0.646
13 H 0.047
14 H -0.332
15 H 0.351
16 H 0.024
17 H 0.598
18 H 0.216
19 C 0.485
20 O -0.377
21 N -0.399
22 N -0.366
23 H 0.164
24 H 0.220
25 H 0.200
26 H 0.232
27 C 0.613
28 O -0.820
29 N 0.232
30 N 0.295
31 H 0.257
32 H -0.233
33 H -0.439
34 H -0.092
35 C 0.375
36 O -0.633
37 N 0.236
38 N -0.593
39 H -0.504
40 H 0.170
41 H 0.221
42 H 0.221
43 C 0.427
44 O -0.745
45 N 0.510
46 N -0.153
47 H -0.449
48 H -0.089
49 H 0.093
50 H 0.255
51 C 0.278
52 O -0.742
53 N -0.065
54 N 0.053
55 H 0.263
56 H 0.227
57 H 0.212
58 H -0.085
59 C 0.686
60 O -0.680
61 N -0.313
62 N -0.077
63 H 0.192
64 H 0.206
65 H 0.125
66 H -0.009
67 C 0.607
68 O -0.677
69 N -0.129
70 N -0.367
71 H 0.050
72 H 0.087
73 H 0.242
74 H 0.163
75 C 0.376
76 O -0.846
77 N -0.080
78 N -0.149
79 H 0.063
80 H 0.237
81 H -0.005
82 H 0.168
83 C 0.319
84 O -0.436
85 N -0.425
86 N 0.289
87 H 0.229
88 H 0.101
89 H 0.044
90 H -0.280
91 C -1.120
92 C 0.308
93 C -0.001
94 O -0.430
95 C -0.669
96 N -0.478
97 H -0.078
98 H 0.478
99 H 0.591

***

# 2
Molecular formula: C19H25N5O6S2
Method: DFT, the ωB97M-V functional and the def2-TZVPD basis

Geometry (Å):
C: 4.66 1.80 -3.20
C: 4.56 2.96 -2.22
O: 5.36 2.67 -1.06
C: 4.74 2.30 0.04
O: 3.55 2.33 0.23
C: 5.76 1.90 1.09
S: 5.12 0.55 2.12
C: 4.53 -0.44 0.82
N: 4.75 -0.23 -0.45
N: 4.08 -1.17 -1.13
C: 3.47 -1.94 -0.27
C: 2.55 -3.06 -0.64
N: 1.21 -2.56 -0.87
C: 0.26 -2.59 0.10
O: 0.44 -3.12 1.18
C: -1.03 -1.94 -0.28
C: -1.07 -0.74 -0.99
C: -2.30 -0.16 -1.29
C: -3.46 -0.79 -0.88
S: -5.03 0.01 -1.20
O: -4.89 0.88 -2.32
O: -6.06 -0.98 -1.20
N: -5.29 0.97 0.14
C: -5.56 0.29 1.38
C: -6.15 1.31 2.36
O: -5.29 2.41 2.53
C: -5.04 3.06 1.31
C: -4.41 2.11 0.30
C: -3.43 -1.97 -0.16
C: -2.21 -2.54 0.15
N: 3.71 -1.52 1.00
C: 3.25 -2.05 2.25
H: 4.37 0.87 -2.71
H: 5.68 1.69 -3.56
H: 4.00 1.99 -4.05
H: 3.53 3.12 -1.90
H: 4.97 3.88 -2.64
H: 5.95 2.73 1.77
H: 6.69 1.58 0.61
H: 2.92 -3.53 -1.56
H: 2.50 -3.80 0.16
H: 1.05 -2.05 -1.72
H: -0.16 -0.24 -1.29
H: -2.36 0.76 -1.84
H: -6.26 -0.51 1.17
H: -4.63 -0.12 1.81
H: -6.28 0.87 3.35
H: -7.12 1.65 1.97
H: -4.37 3.89 1.54
H: -5.99 3.45 0.90
H: -4.31 2.58 -0.68
H: -3.42 1.79 0.66
H: -4.36 -2.42 0.13
H: -2.15 -3.45 0.72
H: 3.95 -2.81 2.62
H: 3.20 -1.25 2.98
H: 2.27 -2.50 2.13

Properties
Spin multiplicity ... 1
SMILES ... CCOC(=O)CSc1nnc(CNC(=O)c2ccc(S(=O)(=O)N3CCOCC3)cc2)n1C
Gap between HOMO and LUMO ... 8.718 eV
Total charge ... 0
HOMO ... -8.69 eV
Energy relative to the best compared isomer or geometry (same formula, charge and spin) ... 0.000 eV

In the Mulliken picture, each atom carries the following charge in e:
1 C -0.790
2 C -0.321
3 O -0.342
4 C 0.644
5 O -0.608
6 C -0.461
7 S -0.232
8 C 0.414
9 N -0.053
10 N -0.921
11 C 0.723
12 C -1.275
13 N -0.182
14 C 0.443
15 O -0.701
16 C 0.721
17 C -0.849
18 C -0.548
19 C -0.031
20 S 1.281
21 O -0.721
22 O -0.724
23 N 0.020
24 C -0.410
25 C -0.704
26 O -0.390
27 C -0.705
28 C -0.410
29 C -0.490
30 C -0.614
31 N 0.194
32 C -0.836
33 H 0.115
34 H 0.265
35 H 0.371
36 H 0.329
37 H 0.285
38 H 0.406
39 H 0.326
40 H 0.399
41 H 0.409
42 H 0.254
43 H 0.477
44 H 0.509
45 H 0.406
46 H 0.306
47 H 0.344
48 H 0.363
49 H 0.344
50 H 0.362
51 H 0.414
52 H 0.302
53 H 0.513
54 H 0.439
55 H 0.283
56 H 0.370
57 H 0.289

***

# 3
Molecular formula: C9H16NO3
Method: DFT, the ωB97M-V functional and the def2-TZVPD basis

Geometry (Å):
C: 1.91 -2.51 0.22
C: 2.29 -1.26 0.82
C: 2.48 -0.03 -0.20
N: 1.41 1.02 -0.08
C: 1.28 1.28 1.39
C: 0.13 0.57 -0.70
C: -1.15 1.46 -0.36
O: -1.82 1.14 0.88
C: -2.30 -0.22 0.93
C: -3.34 -0.62 -0.22
C: 0.35 0.71 -2.31
O: 0.49 -0.30 -3.08
O: 0.43 2.00 -2.83
H: 1.32 -3.31 0.78
H: 2.18 -2.76 -0.87
H: 2.41 -1.16 1.97
H: 2.58 -0.46 -1.25
H: 3.49 0.47 0.06
H: 2.26 1.25 1.96
H: 0.51 0.58 1.89
H: 0.83 2.34 1.49
H: 0.01 -0.55 -0.51
H: -1.84 1.51 -1.28
H: -0.76 2.54 -0.24
H: -2.87 -0.32 1.93
H: -1.45 -1.00 1.01
H: -3.35 -1.78 -0.31
H: -4.39 -0.35 0.15
H: -3.09 -0.24 -1.26

Properties
Spin multiplicity ... 1
SMILES ... C=CCN(C)[C@@H](COCC)C(=O)[O-]
Gap between HOMO and LUMO ... 7.167 eV
Total charge ... -1
HOMO ... -3.87 eV

In the Mulliken picture, each atom carries the following charge in e:
1 C -0.688
2 C 0.063
3 C -0.782
4 N -0.101
5 C -0.850
6 C 1.061
7 C -1.138
8 O -0.380
9 C -0.114
10 C -0.894
11 C 0.058
12 O -0.710
13 O -0.783
14 H 0.234
15 H 0.228
16 H 0.277
17 H 0.349
18 H 0.351
19 H 0.360
20 H 0.173
21 H 0.272
22 H -0.004
23 H 0.323
24 H 0.424
25 H 0.323
26 H 0.130
27 H 0.256
28 H 0.273
29 H 0.291

***

# 4
Molecular formula: C28H36F2FeN6
Method: DFT, the ωB97M-V functional and the def2-TZVPD basis

Geometry (Å):
Fe: -0.80 0.47 0.03
C: 1.78 0.90 1.96
C: 1.44 2.40 1.78
N: 0.41 2.62 0.79
C: 0.68 3.55 -0.30
C: 0.15 3.02 -1.64
N: 0.35 1.58 -1.82
C: 1.70 1.18 -2.22
C: 2.70 1.04 -1.06
N: 1.40 0.05 0.82
H: 2.85 0.79 2.17
H: 1.22 0.53 2.82
H: 1.14 2.79 2.76
H: 2.35 2.95 1.49
H: -0.48 2.83 1.22
H: 0.24 4.54 -0.13
H: 1.76 3.70 -0.37
H: -0.92 3.19 -1.68
H: 0.62 3.60 -2.46
H: -0.29 1.26 -2.54
H: 1.62 0.20 -2.71
H: 2.11 1.89 -2.95
H: 3.70 0.93 -1.50
H: 2.70 1.93 -0.45
H: 1.20 -0.88 1.21
F: -0.81 -3.16 4.00
C: -1.28 -1.97 3.53
C: -1.04 -1.61 2.22
C: -1.58 -0.44 1.69
C: -2.38 0.38 2.53
C: -2.49 0.03 3.89
F: -3.05 0.88 4.79
C: -1.97 -1.14 4.40
C: -3.09 1.49 1.93
C: -4.24 2.07 2.48
C: -4.90 3.07 1.80
C: -4.41 3.47 0.55
C: -3.29 2.85 0.07
N: -2.61 1.89 0.71
H: -0.46 -2.27 1.59
H: -2.10 -1.39 5.44
H: -4.61 1.73 3.43
H: -5.79 3.52 2.22
H: -4.90 4.25 -0.01
H: -2.89 3.12 -0.90
C: 4.71 -3.01 0.01
C: 3.84 -2.26 -1.01
C: 2.97 -3.29 -1.76
C: 4.75 -1.53 -2.01
C: 2.94 -1.36 -0.28
C: 2.42 -0.17 -0.19
H: 5.37 -3.71 -0.49
H: 4.08 -3.56 0.70
H: 5.31 -2.31 0.59
H: 3.60 -4.02 -2.26
H: 2.36 -2.79 -2.50
H: 2.33 -3.81 -1.05
H: 5.40 -2.24 -2.52
H: 5.38 -0.81 -1.49
H: 4.16 -1.01 -2.76
N: -3.57 -0.19 -1.50
C: -2.83 -1.32 -1.71
C: -3.41 -2.49 -2.20
C: -2.60 -3.59 -2.45
C: -1.24 -3.49 -2.19
C: -0.75 -2.29 -1.71
N: -1.51 -1.22 -1.47
H: -4.56 -0.31 -1.36
H: -3.12 0.47 -0.87
H: -4.47 -2.53 -2.39
H: -3.03 -4.50 -2.85
H: -0.58 -4.32 -2.37
H: 0.30 -2.16 -1.49

Properties
Spin multiplicity ... 5
⟨S²⟩ ... 6.2878
Gap between HOMO and LUMO (alpha / beta) ... 6.348 / 3.912 eV
Total charge ... 0
HOMO (alpha / beta) ... -5.82 / -4.15 eV
Energy relative to the best compared isomer or geometry (same formula, charge and spin) ... 1.575 eV

In the Mulliken picture, each atom carries the following charge in e:
1 Fe 0.346
2 C -0.697
3 C -1.068
4 N 0.167
5 C -0.844
6 C -0.885
7 N -0.098
8 C -1.137
9 C -0.690
10 N 0.092
11 H 0.297
12 H 0.507
13 H 0.408
14 H 0.390
15 H 0.172
16 H 0.418
17 H 0.447
18 H 0.183
19 H 0.395
20 H 0.330
21 H 0.492
22 H 0.265
23 H 0.608
24 H 0.089
25 H 0.204
26 F -0.364
27 C 0.220
28 C -0.275
29 C 0.548
30 C 0.487
31 C 0.247
32 F -0.378
33 C -1.033
34 C 0.515
35 C -1.089
36 C -0.482
37 C -0.978
38 C -0.305
39 N 0.161
40 H 0.656
41 H 0.495
42 H 0.498
43 H 0.419
44 H 0.436
45 H 0.342
46 C -1.817
47 C 2.391
48 C -1.774
49 C -1.871
50 C -0.924
51 C 0.149
52 H 0.441
53 H 0.366
54 H 0.381
55 H 0.500
56 H 0.348
57 H 0.334
58 H 0.432
59 H 0.379
60 H 0.355
61 N -0.293
62 C 0.426
63 C -0.881
64 C -0.455
65 C -0.791
66 C -0.538
67 N 0.418
68 H 0.272
69 H -0.068
70 H 0.384
71 H 0.408
72 H 0.481
73 H 0.440

***

Result set for M: 1078.33; 483.57; 186.23; 550.48 g/mol, one per record in the order listed.